No. 1
Here is a cluster of 6 separate species, C28H24F40IO6 in total from OMol25. Energies are from ωB97M-V/def2-TZVPD.

ORCA input file:
```
! wB97M-V def2-TZVPD RIJCOSX def2/J DEFGRID3
* xyz -1 1
C -2.9813 -0.8453 1.1393
C -2.4756 -2.2648 1.1100
C -1.4767 -2.3332 2.2181
O -0.4282 -1.7950 2.3058
I -2.0647 -3.6097 3.9779
H -4.0250 -0.8076 0.8165
H -2.3893 -0.1942 0.4897
H -3.2923 -2.9628 1.3145
H -1.9659 -2.6442 0.1965
C -1.4310 0.8771 -4.0922
C -2.0238 -0.0431 -3.0157
C -3.1555 -0.9824 -3.4425
F -4.2256 -0.2820 -3.8790
F -3.5356 -1.7278 -2.3896
F -2.3885 0.6784 -1.9446
F -1.0010 -0.8693 -2.6395
O -1.8753 2.2223 -4.1318
C -2.9691 2.6188 -4.8334
C -4.0618 3.1993 -3.9257
F -4.4673 2.2921 -3.0255
F -5.1229 3.5440 -4.6983
F -3.4579 1.6526 -5.6324
F -2.5787 3.6412 -5.6443
H -0.3774 0.9633 -3.8307
H -1.4654 0.4176 -5.0786
H -2.8130 -1.6487 -4.2403
H -3.6844 4.0844 -3.4102
C -3.4055 1.7223 3.5475
C -3.2724 2.5925 4.8044
C -3.4692 1.9142 6.1613
F -4.7119 1.4130 6.2954
F -3.2894 2.8373 7.1431
F -4.0705 3.6850 4.7218
F -1.9828 3.0435 4.8345
O -4.6432 1.7771 2.8584
C -5.7000 0.9780 3.1648
C -6.9141 1.8019 3.6188
F -6.6300 2.5507 4.7040
F -7.9272 0.9613 3.9482
F -5.4002 0.0292 4.0683
F -6.1043 0.3599 2.0337
H -2.6988 2.1332 2.8349
H -3.0845 0.6944 3.7246
H -2.7367 1.1148 6.2956
H -7.2383 2.4558 2.8074
C 3.6620 1.2030 -8.6219
C 4.2781 2.0221 -7.4789
C 4.2916 1.4021 -6.0778
F 3.0397 1.1725 -5.6393
F 4.8873 2.2698 -5.2330
F 3.7200 3.2483 -7.4360
F 5.5967 2.1790 -7.8065
O 2.3340 1.5038 -9.0060
C 1.2505 0.9180 -8.4150
C 0.3558 1.9408 -7.7031
F 1.0463 2.5990 -6.7564
F -0.6586 1.2733 -7.1056
F 1.5982 -0.0850 -7.5888
F 0.4955 0.3800 -9.4021
H 4.2540 1.4727 -9.4950
H 3.8051 0.1333 -8.4646
H 4.8551 0.4651 -6.0777
H -0.0486 2.6580 -8.4192
C 4.0693 1.0519 2.9218
C 4.4685 1.9028 1.7080
C 4.3082 3.4216 1.8169
F 3.0236 3.7705 1.9980
F 4.7413 3.9856 0.6633
F 3.8576 1.4539 0.5952
F 5.8163 1.7096 1.5451
O 2.8079 0.4271 2.9093
C 1.6724 1.0474 3.3663
C 0.6255 1.2147 2.2626
F 1.1199 1.9553 1.2430
F -0.4532 1.8588 2.7633
F 1.9535 2.2212 3.9750
F 1.1269 0.2403 4.2986
H 4.7738 0.2206 2.9071
H 4.2446 1.5934 3.8530
H 4.9113 3.8100 2.6422
H 0.3010 0.2464 1.8918
C 2.1292 -4.8642 2.8868
C 1.4448 -5.9474 3.7336
C 1.1178 -5.5853 5.1815
F 2.2478 -5.3305 5.8836
F 0.5022 -6.6380 5.7738
F 2.1579 -7.1020 3.6926
F 0.2556 -6.1866 3.1233
O 3.5400 -4.9380 2.7251
C 4.4142 -4.3655 3.5940
C 5.3251 -5.4070 4.2586
F 4.6061 -6.3159 4.9394
F 6.1495 -4.7753 5.1298
F 3.8155 -3.5840 4.5061
F 5.2460 -3.5691 2.8683
H 1.7452 -5.0254 1.8815
H 1.8046 -3.8659 3.1843
H 0.4573 -4.7177 5.2250
H 5.9219 -5.9139 3.4980
*
```

## Properties
LUMO energy = 1.6 eV
Energy above the lowest of the compared OMol25 structures with the same formula, charge and spin = 0.0 kJ/mol
E_HOMO = -2.74 eV



No. 2
Here is a structure of composition C28H24FeNPS2 from OMol25. Energies are from ωB97M-V/def2-TZVPD.

ORCA input file:
```
! wB97M-V def2-TZVPD RIJCOSX def2/J DEFGRID3
* xyz 0 5
Fe 1.5890 -0.4125 0.4788
C -1.1379 0.1678 3.5780
C -2.3412 0.2380 2.6919
C -3.6221 0.0766 3.1975
C -4.7300 0.1520 2.3691
C -4.5652 0.3623 1.0093
C -3.2946 0.5061 0.4823
C -2.1824 0.4724 1.3169
P -0.4725 0.6249 0.6955
C -0.6869 0.4585 -1.1343
C -0.4785 -0.8658 -1.5488
C -0.5844 -1.2327 -2.8767
C -0.8413 -0.2577 -3.8244
C -1.0015 1.0589 -3.4321
C -0.9539 1.4420 -2.0938
C -1.2134 2.8700 -1.7269
C -0.0670 2.3597 1.0883
C -0.9487 3.2648 1.6662
C -0.5055 4.5233 2.0269
C 0.8140 4.8807 1.7890
C 1.6931 3.9780 1.2163
C 1.2802 2.6912 0.8833
C 2.2219 1.6517 0.3875
H -1.4115 -0.1147 4.5919
H -0.6305 1.1335 3.6129
H -0.4203 -0.5623 3.1913
H -3.7559 -0.1159 4.2541
H -5.7202 0.0357 2.7840
H -5.4257 0.4094 0.3587
H -3.1608 0.6490 -0.5818
H -0.2844 -1.6302 -0.7935
H -0.4642 -2.2664 -3.1647
H -0.9241 -0.5229 -4.8683
H -1.1772 1.8127 -4.1875
H -1.6273 3.4114 -2.5745
H -0.2920 3.3639 -1.4219
H -1.9139 2.9320 -0.8970
H -1.9762 2.9777 1.8466
H -1.1833 5.2203 2.4977
H 1.1604 5.8637 2.0707
H 2.7230 4.2663 1.0520
H 3.0303 1.5131 1.1271
H 2.6713 1.9411 -0.5698
S 2.2751 -1.7827 2.3994
C 2.6595 -2.8370 1.1303
N 2.4783 -2.4836 -0.1238
C 2.8123 -3.4780 -0.9937
C 2.7307 -3.4116 -2.3820
C 3.0802 -4.5205 -3.1255
C 3.5073 -5.6942 -2.5095
C 3.6091 -5.7759 -1.1317
C 3.2665 -4.6652 -0.3826
S 3.2818 -4.4724 1.3516
H 2.3953 -2.4936 -2.8384
H 3.0157 -4.4771 -4.2025
H 3.7595 -6.5534 -3.1132
H 3.9397 -6.6825 -0.6466
*
```

## Properties
LUMO energy (spin up / spin down) = 0.7 / 0.1 eV
E_HOMO (spin up / spin down) = -7.55 / -7.72 eV



No. 3
Here is a structure of composition C28H24I2N5O8P2S4Ti from OMol25. Energies are from ωB97M-V/def2-TZVPD.

ORCA input file:
```
! wB97M-V def2-TZVPD RIJCOSX def2/J DEFGRID3
* xyz -1 1
Ti -0.0918 0.0204 0.0784
S -0.1102 1.5069 -1.9738
C -1.4570 0.6902 -2.7615
C -2.7862 1.0393 -2.3077
N -3.8237 1.3517 -1.9180
C -1.3158 -0.2271 -3.7477
S 0.2121 -0.8856 -4.2577
C -2.4848 -0.7673 -4.4039
N -3.3984 -1.2037 -4.9505
S -6.3273 -2.0866 2.7028
C -7.0834 -0.9122 3.6863
C -6.3918 0.2575 3.6899
C -5.2243 0.1985 2.8809
C -5.0518 -1.0123 2.2750
C -3.9770 -1.4254 1.3549
C -3.0146 -0.4788 0.9505
N -2.0199 -0.7767 0.1530
C -1.9022 -2.0457 -0.3435
C -2.8313 -3.0451 -0.0332
C -2.6433 -4.3350 -0.6063
C -1.5661 -4.5753 -1.4073
C -0.6108 -3.5694 -1.7223
C 0.6233 -3.8140 -2.4337
C 1.4532 -2.7983 -2.7193
C 1.0064 -1.4071 -2.4368
N 0.0575 -1.2632 -1.4424
C -0.7981 -2.2999 -1.2087
C 2.7632 -2.9528 -3.3518
C 3.7515 -2.0158 -3.4703
C 4.9167 -2.5128 -4.1176
C 4.7890 -3.8143 -4.4859
S 3.2620 -4.4492 -4.0512
C -3.8672 -2.6999 0.8535
H -8.0029 -1.1515 4.1954
H -6.6992 1.1336 4.2416
H -4.5452 1.0308 2.7617
H -3.0593 0.5538 1.2731
H -3.3551 -5.1191 -0.3817
H -1.4172 -5.5678 -1.8172
H 0.8872 -4.8354 -2.6851
H 1.7771 -0.6521 -2.3810
H 3.6718 -1.0034 -3.0993
H 5.8039 -1.9219 -4.2913
H 5.5077 -4.4419 -4.9883
H -4.5883 -3.4587 1.1395
C 2.1863 2.5883 3.4924
C 0.8048 1.9807 3.2915
O -0.0551 2.3323 4.4059
P -0.1583 2.6969 1.8633
O -1.4296 3.3593 2.5412
O 0.6049 3.9456 1.3005
O -0.7298 1.8016 0.7995
P 0.8991 0.1086 3.1694
O 0.1927 -0.3330 4.5634
O 2.2779 -0.3894 3.2018
O -0.1058 -0.3376 2.0851
H 2.1340 3.6767 3.4786
H 2.9084 2.2521 2.7493
H 2.5561 2.2583 4.4663
H 0.3606 1.9609 5.1931
H -1.2242 3.7983 3.3787
H 1.3713 3.7013 0.7404
H -0.7687 -0.2495 4.5131
C 3.6526 -2.4208 1.2697
C 2.1579 -2.3711 1.3145
N 1.5287 -3.1574 2.2192
O 1.5195 -1.6877 0.5192
H 4.0343 -3.4022 1.5523
H 4.0207 -1.6660 1.9681
H 3.9910 -2.1554 0.2716
H 2.0500 -3.4899 3.0114
H 0.5492 -2.9676 2.3625
I 2.3063 1.2605 0.1283
I 5.3906 2.5072 0.6467
*
```

## Properties
LUMO energy = 0.6 eV
Energy above the lowest of the compared OMol25 structures with the same formula, charge and spin = 107.4 kJ/mol
E_HOMO = -3.83 eV



No. 4
Here is a structure of composition C28H24N3O7PSV from OMol25. Energies are from ωB97M-V/def2-TZVPD.

ORCA input file:
```
! wB97M-V def2-TZVPD RIJCOSX def2/J DEFGRID3
* xyz 1 3
V -0.4907 0.7115 0.0355
O -0.0359 1.7237 1.8077
S 1.3463 2.0381 1.3512
O 1.8452 3.3379 1.6056
O 1.2503 1.6675 -0.1176
C 2.3728 0.8254 2.1295
C 3.3937 1.2849 2.9426
C 4.1613 0.3734 3.6547
C 3.8941 -0.9823 3.5532
C 2.8728 -1.4335 2.7266
C 2.0990 -0.5371 2.0005
P 0.8652 -1.1880 0.8264
C 1.8697 -2.0352 -0.4165
C 2.2762 -3.3588 -0.2421
C 3.1321 -3.9448 -1.1611
C 3.5914 -3.2148 -2.2494
C 3.1957 -1.8965 -2.4210
C 2.3344 -1.3047 -1.5091
C -0.1222 -2.3973 1.7248
C -0.7113 -3.4671 1.0507
C -1.5918 -4.3010 1.7216
C -1.8976 -4.0637 3.0539
C -1.3258 -2.9895 3.7211
C -0.4426 -2.1519 3.0599
H 3.5737 2.3489 3.0211
H 4.9601 0.7286 4.2915
H 4.4814 -1.6975 4.1135
H 2.6792 -2.4966 2.6505
H 1.9221 -3.9354 0.6021
H 3.4430 -4.9725 -1.0253
H 4.2631 -3.6750 -2.9626
H 3.5657 -1.3233 -3.2613
H 2.0447 -0.2669 -1.6351
H -0.4857 -3.6511 0.0081
H -2.0434 -5.1350 1.2003
H -2.5893 -4.7145 3.5725
H -1.5718 -2.7990 4.7573
H -0.0076 -1.3082 3.5823
C 0.0036 0.6934 -5.2728
N -1.0697 0.2588 -4.3715
C -2.2675 -0.3713 -4.9411
C -0.8716 0.2357 -3.0926
N -0.7011 0.2131 -1.9484
H -0.4303 1.3078 -6.0590
H 0.5019 -0.1685 -5.7177
H 0.7235 1.2906 -4.7199
H -2.6739 0.2819 -5.7106
H -3.0124 -0.5075 -4.1619
H -2.0163 -1.3376 -5.3788
O -4.2514 0.5508 1.4448
C -3.3312 1.0676 0.8777
O -2.2845 0.4063 0.4144
C -3.2604 2.5501 0.6253
C -4.1675 3.3938 1.2586
C -4.0970 4.7664 1.0797
C -3.1248 5.3226 0.2588
C -2.2425 4.4683 -0.3717
C -2.2953 3.0989 -0.2012
N -1.2172 5.0040 -1.2800
O -1.1395 6.2028 -1.3966
O -0.5358 4.1965 -1.8866
H -4.9202 2.9492 1.8964
H -4.8029 5.4124 1.5837
H -3.0482 6.3883 0.0999
H -1.5854 2.5264 -0.7925
*
```

## Properties
LUMO energy (spin up / spin down) = -3.8 / -3.0 eV
Energy above the lowest of the compared OMol25 structures with the same formula, charge and spin = 43.0 kJ/mol
E_HOMO (spin up / spin down) = -12.07 / -12.01 eV



No. 5
Here is a structure of composition C28H24NO4PPt from OMol25. Energies are from ωB97M-V/def2-TZVPD.

ORCA input file:
```
! wB97M-V def2-TZVPD RIJCOSX def2/J DEFGRID3
* xyz 0 3
Pt 1.3543 0.2174 0.4953
O 3.4613 -0.9075 4.4291
C 2.8604 -0.4562 3.3182
O 1.7081 -0.7024 3.0582
C 3.7495 0.4055 2.4899
C 5.0076 0.7880 2.9168
C 5.7627 1.6253 2.1071
C 5.2332 2.0406 0.8997
C 3.9727 1.5991 0.5241
N 3.2443 0.8059 1.3115
C 3.3701 2.0041 -0.8268
O 3.9569 2.8734 -1.4525
O 2.3001 1.3901 -1.1567
H 2.8085 -1.4392 4.9093
H 5.3726 0.4332 3.8688
H 6.7462 1.9506 2.4177
H 5.7528 2.7009 0.2204
C -1.6094 -0.2337 2.7026
C -2.6070 0.4703 1.8240
C -3.8204 0.8936 2.3544
C -4.7792 1.5115 1.5653
C -4.5355 1.7203 0.2180
C -3.3293 1.3126 -0.3312
C -2.3639 0.6890 0.4571
P -0.8170 0.0803 -0.2953
C -0.8185 0.8254 -1.9616
C -0.4586 2.1753 -1.9370
C -0.3490 2.9152 -3.0977
C -0.5771 2.2936 -4.3145
C -0.9299 0.9555 -4.3497
C -1.0684 0.1964 -3.1885
C -1.4961 -1.2427 -3.3253
C -1.0627 -1.7160 -0.3130
C -2.2950 -2.3473 -0.1895
C -2.3584 -3.7270 -0.0780
C -1.1808 -4.4664 -0.0789
C 0.0477 -3.8364 -0.1977
C 0.1315 -2.4492 -0.3273
C 1.4229 -1.7326 -0.4727
H -1.8966 -0.1622 3.7507
H -0.6075 0.1852 2.5864
H -1.5409 -1.2923 2.4390
H -4.0171 0.7359 3.4083
H -5.7154 1.8308 2.0052
H -5.2788 2.2002 -0.4051
H -3.1344 1.4847 -1.3815
H -0.2401 2.6432 -0.9839
H -0.0545 3.9548 -3.0547
H -0.4732 2.8473 -5.2388
H -1.1094 0.4768 -5.3051
H -1.7482 -1.4547 -4.3636
H -2.3722 -1.4561 -2.7152
H -0.7112 -1.9359 -3.0187
H -3.2035 -1.7567 -0.1584
H -3.3157 -4.2206 0.0257
H -1.2233 -5.5442 0.0180
H 0.9577 -4.4247 -0.1916
H 1.6126 -1.4047 -1.4981
H 2.2645 -2.3232 -0.1121
*
```

## Properties
LUMO energy (spin up / spin down) = -0.5 / -0.8 eV
Energy above the lowest of the compared OMol25 structures with the same formula, charge and spin = 0.0 kJ/mol
E_HOMO (spin up / spin down) = -6.23 / -8.60 eV



No. 6
Here is a cluster of 2 separate species, C28H24O4S4 in total from OMol25. Energies are from ωB97M-V/def2-TZVPD.

ORCA input file:
```
! wB97M-V def2-TZVPD RIJCOSX def2/J DEFGRID3
* xyz 0 1
C -3.6541 -1.1421 -3.6949
C -2.8846 -2.2850 -3.4414
C -1.5543 -2.1544 -3.0517
C -0.9799 -0.8786 -2.9283
C 0.3315 -0.7269 -2.3121
S 1.3496 0.5268 -2.8968
C 2.6466 -0.5149 -3.6025
C 2.6539 -1.9044 -2.9958
S 1.1532 -2.2407 -2.0942
C -1.7045 0.2510 -3.3536
C -3.0621 0.1217 -3.6533
H -4.7228 -1.2400 -3.8856
H -3.3268 -3.2839 -3.5002
H -0.9796 -3.0497 -2.7885
H 2.4584 -0.5656 -4.6790
H 3.5997 0.0057 -3.4512
H 2.6676 -2.6934 -3.7540
H 3.5103 -2.0671 -2.3324
H -1.2234 1.2348 -3.3331
H -3.6613 1.0241 -3.8245
C -3.3877 3.5062 0.5350
C -3.0898 3.1759 1.8654
C -2.3606 2.0358 2.1503
C -1.7868 1.2358 1.1234
C -0.8120 0.2559 1.4847
S -0.2122 -0.9300 0.4110
C 0.6866 -2.3110 1.0837
C 2.0428 -2.4881 0.8112
C 2.6684 -3.6635 1.2316
C 1.9560 -4.5968 1.9918
C 0.6023 -4.3925 2.2816
C -0.0490 -3.2596 1.7937
O -1.3220 -1.5119 -0.3226
O 0.8475 -0.1389 -0.2506
S 0.1526 0.4689 2.9893
C 1.1642 1.9282 2.7317
C 2.3327 1.8264 1.9763
C 3.1416 2.9497 1.7956
C 2.7779 4.1703 2.3708
C 1.6134 4.2641 3.1401
C 0.8076 3.1383 3.3266
O -0.6913 0.6862 4.1492
O 1.1308 -0.6015 3.0398
C -2.1819 1.5342 -0.2183
C -2.9619 2.6559 -0.4988
H -3.9481 4.4125 0.2992
H -3.4368 3.8059 2.6844
H -2.2365 1.7253 3.1815
H 2.6028 -1.7103 0.2846
H 3.7144 -3.8273 0.9589
H 2.4630 -5.4873 2.3628
H 0.0361 -5.1021 2.8876
H -1.1109 -3.0785 1.9563
H 2.6167 0.8712 1.5400
H 4.0616 2.8554 1.2124
H 3.4059 5.0487 2.2198
H 1.3287 5.2071 3.6110
H -0.0883 3.1900 3.9399
H -1.8557 0.8658 -1.0202
H -3.2395 2.8684 -1.5375
*
```

## Properties
LUMO energy = -2.3 eV
E_HOMO = -6.40 eV



No. 7
Here is a structure of composition C28H25BrFN5O6PtS from OMol25. Energies are from ωB97M-V/def2-TZVPD.

ORCA input file:
```
! wB97M-V def2-TZVPD RIJCOSX def2/J DEFGRID3
* xyz 1 2
Pt 0.6108 1.5070 3.3821
Br -0.8737 3.7324 1.0598
C -2.0687 2.9217 2.2667
C -3.4303 3.0881 2.1200
C -4.2639 2.5122 3.0737
C -3.7072 1.8407 4.1475
C -2.3306 1.7301 4.2160
N -1.5350 2.2370 3.2745
C -1.6335 1.0702 5.4177
O -2.3467 0.7612 6.3551
O -0.3700 0.9546 5.3054
H -3.8217 3.6614 1.2932
H -5.3370 2.6105 2.9797
H -4.3017 1.3982 4.9331
O 0.7532 3.4850 4.4525
N 1.9695 3.7653 4.8820
C 2.1143 4.4967 6.0036
C 3.3561 4.8378 6.4745
C 4.4868 4.4158 5.7805
C 4.3224 3.6549 4.6437
C 3.0458 3.3251 4.1977
S 2.7970 2.3645 2.7841
H 1.1927 4.7792 6.4890
H 3.4359 5.4173 7.3816
H 5.4749 4.6725 6.1345
H 5.1654 3.2837 4.0787
F -1.1046 1.5284 -3.2825
C -0.6354 0.4204 -2.6595
C -0.3368 0.5479 -1.3269
C 0.2092 -0.5210 -0.6191
C 0.5001 -0.3761 0.8014
O 0.0664 0.6469 1.3754
C 1.2538 -1.4304 1.3773
C 1.5162 -2.5478 0.6445
N 1.0853 -2.7495 -0.6269
C 1.4320 -3.9767 -1.2975
C 0.3472 -4.9462 -1.6772
C 1.2995 -5.2766 -0.5703
C 0.4668 -1.7192 -1.3081
C 0.0931 -1.8429 -2.6431
C -0.4735 -0.7826 -3.3508
N -0.9096 -1.0254 -4.6842
C 0.0272 -1.6494 -5.6106
C -0.7821 -2.5723 -6.5438
N -2.1907 -2.0712 -6.5549
C -2.1992 -0.5860 -6.7013
C -1.6859 0.0064 -5.3753
C 1.8549 -1.4068 2.7802
O 2.5568 -2.3644 3.0771
O 1.5986 -0.4196 3.5394
H -0.4891 1.4978 -0.8322
H 2.1087 -3.3356 1.0870
H 2.2731 -3.8744 -1.9754
H 0.4346 -5.4788 -2.6147
H -0.6658 -4.6850 -1.4009
H 2.0603 -6.0223 -0.7479
H 0.9261 -5.2720 0.4442
H 0.2347 -2.7902 -3.1426
H 0.7682 -2.2305 -5.0720
H 0.5642 -0.8919 -6.1953
H -0.7937 -3.6020 -6.1914
H -0.3910 -2.5503 -7.5591
H -2.5785 -2.2693 -5.6277
H -2.7506 -2.5357 -7.2677
H -3.2068 -0.2394 -6.9171
H -1.5574 -0.3253 -7.5406
H -2.5259 0.2892 -4.7452
H -1.1052 0.9066 -5.5912
*
```

## Properties
LUMO energy (spin up / spin down) = -3.4 / -3.4 eV
Energy above the lowest of the compared OMol25 structures with the same formula, charge and spin = 242.7 kJ/mol
E_HOMO (spin up / spin down) = -9.65 / -9.61 eV



no.,electronic energy (hartree)
1,-5825.1518
2,-3537.5979
3,-5677.8959
4,-3455.6794
5,-1897.7926
6,-2974.8788
7,-4998.2393